This record from OMol25 describes C19H32N2OS in the gas phase. The level of theory is ωB97M-V/def2-TZVPD.

Last column: Löwdin charge in e.
Cartesian coordinates (Å):
C  6.684616  1.661656  1.900862  -0.4036
H  7.455205  2.417383  2.017642  0.0284
H  7.044027  0.708007  2.276600  0.0362
H  5.780703  1.974751  2.415380  0.0365
S  6.377579  1.551147  0.115048  0.8815
C  5.119238  0.317266  -0.029091  -0.5498
C  4.564008  -0.361075  1.045433  -0.0895
C  3.580816  -1.309717  0.824394  -0.0440
C  3.132899  -1.604158  -0.456452  -0.2219
C  3.704931  -0.921428  -1.526354  -0.0455
C  4.685001  0.026333  -1.319829  -0.1143
H  5.126918  0.552165  -2.152807  0.1001
H  3.383848  -1.141007  -2.534450  0.1127
C  2.002015  -2.577753  -0.675265  -0.1485
N  0.674746  -1.975064  -0.653324  -0.1482
C  0.442159  -1.021277  -1.719660  -0.1692
C  -1.050186  -0.671328  -1.734076  -0.1554
N  -1.525977  -0.137089  -0.475949  -0.1347
C  -1.222846  1.265618  -0.241950  -0.1867
H  -0.294637  1.404858  0.333756  0.1173
C  -2.374957  1.944638  0.505132  -0.1582
H  -2.558885  1.393398  1.428488  0.1038
H  -2.077929  2.961012  0.772792  0.1193
C  -3.672111  1.981153  -0.309197  -0.4397
C  -4.862037  2.252651  0.608992  -0.0783
H  -4.918127  1.503589  1.395469  0.0623
H  -5.794042  2.236327  0.047659  0.0748
H  -4.762375  3.230268  1.076876  0.0806
C  -3.619209  3.035334  -1.412095  -0.0757
H  -4.544112  3.031583  -1.984970  0.0754
H  -3.487039  4.027011  -0.983201  0.0800
H  -2.797852  2.846042  -2.098128  0.0650
H  -3.797022  0.996708  -0.770626  0.1182
H  -1.080281  1.756268  -1.206675  0.1109
C  -1.167814  -1.002922  0.638913  -0.2920
C  0.324257  -1.381028  0.621938  -0.1426
H  0.930494  -0.479838  0.829195  0.1202
H  0.518790  -2.108800  1.412578  0.1266
C  -2.035586  -2.267822  0.665708  -0.1288
H  -1.794455  -2.830126  1.568341  0.1218
H  -1.814230  -2.891775  -0.198214  0.1106
C  -3.521515  -1.932665  0.692014  -0.2640
O  -3.831512  -1.328774  1.933459  -0.0680
H  -4.752275  -1.050137  1.918331  0.0814
H  -4.109907  -2.853993  0.565876  0.1158
H  -3.750785  -1.248968  -0.133924  0.1033
H  -1.374748  -0.452179  1.560727  0.1421
H  -1.616373  -1.581671  -1.948710  0.1173
H  -1.257027  0.050399  -2.527447  0.1203
H  1.038413  -0.099503  -1.590174  0.1240
H  0.718754  -1.481345  -2.671441  0.1232
H  2.114554  -3.066881  -1.647400  0.1224
H  2.016105  -3.347239  0.102303  0.1233
H  3.161775  -1.835009  1.671049  0.1129
H  4.884019  -0.165016  2.056445  0.0904

Atomic forces in eV per Å
-0.25 -0.19 -0.54
0.04 0.03 0.02
0.03 -0.01 0.13
0.01 0.01 0.13
0.10 0.08 0.13
0.23 0.20 0.16
0.04 0.05 0.02
-0.04 -0.09 -0.14
0.01 -0.05 0.05
0.02 -0.05 0.10
0.06 0.07 0.07
0.03 0.04 -0.14
-0.05 -0.03 -0.11
-0.07 0.00 0.00
-0.04 -0.10 -0.03
-0.35 0.08 -0.09
0.28 -0.06 -0.18
0.02 0.07 -0.07
-0.13 0.20 0.28
0.00 0.01 -0.12
0.01 -0.21 -0.35
0.02 0.01 0.12
-0.01 0.09 0.10
-0.01 0.20 0.18
0.15 -0.15 -0.23
-0.03 -0.07 0.13
-0.14 0.03 -0.02
-0.02 0.14 0.10
0.01 -0.28 0.10
-0.08 0.05 -0.10
0.02 0.15 0.04
0.10 0.05 -0.14
-0.01 0.01 0.03
0.08 -0.01 -0.01
0.11 -0.34 0.26
-0.22 0.24 0.10
-0.02 -0.10 0.02
0.03 0.02 0.07
-0.41 0.49 0.09
0.04 -0.13 0.01
0.01 -0.09 -0.01
0.13 -0.45 -0.43
-0.04 0.25 0.35
0.07 -0.01 0.01
0.09 0.11 -0.03
0.01 -0.09 0.02
0.05 -0.01 -0.04
0.05 -0.01 -0.13
-0.04 -0.03 0.01
0.00 -0.05 -0.05
0.04 0.04 -0.03
0.04 -0.04 0.07
0.06 -0.01 -0.08
-0.07 -0.07 0.08
0.06 0.04 0.07

Summary:
Spin multiplicity: 1
M in g mol⁻¹: 336.54
Energy relative to the best compared isomer or geometry (same formula, charge and spin) in kcal/mol: 24.0
Structure (SMILES): CSc1ccc(CN2CCN(CCC(C)C)[C@@H](CCO)C2)cc1
HOMO level in eV: -7.9


This record from OMol25 describes a gas-phase ion, C19H32NO3 (charge +1). The level of theory is ωB97M-V/def2-TZVPD.

Last column: Löwdin charge in e.
Cartesian coordinates (Å):
C  -1.715468  -3.064679  7.567705  -0.1089
O  -1.295524  -3.451177  6.276416  -0.1880
C  -2.084711  -2.927832  5.222875  -0.2535
C  -1.783589  -3.720349  3.972013  -0.1820
C  -2.527951  -3.186204  2.746984  -0.2093
C  -1.757608  -2.100650  1.999181  -0.2049
C  -0.630197  -2.659488  1.114357  -0.2046
C  -0.867732  -2.517359  -0.386959  -0.2059
C  -0.998534  -1.075259  -0.873991  -0.2141
C  0.335970  -0.325854  -0.910619  -0.2066
C  1.148913  -0.625099  -2.180388  -0.1830
C  0.818493  0.340081  -3.339713  -0.1909
C  2.026742  1.127444  -3.839505  -0.1695
C  1.679751  2.499846  -4.456923  -0.1090
C  1.268371  3.474890  -3.397422  -0.1155
C  -0.057547  3.622200  -3.057877  0.0323
N  -0.436201  4.456158  -2.079020  0.1237
C  0.435568  5.198333  -1.383114  -0.0029
C  1.763954  5.123030  -1.687307  0.0580
C  2.185308  4.266578  -2.696358  -0.0183
C  3.646622  4.242124  -3.051048  -0.4803
O  4.098839  5.098467  -3.753217  0.1914
O  4.331038  3.200907  -2.543831  0.1455
H  -1.109307  -2.235680  7.940427  0.0838
H  -2.770329  -2.787466  7.587299  0.0816
H  -1.571786  -3.906197  8.243175  0.0856
H  -3.146154  -3.017958  5.471965  0.1215
H  -1.832849  -1.867678  5.089660  0.1254
H  -2.080260  -4.751068  4.166644  0.1188
H  -0.707830  -3.731152  3.790756  0.1168
H  -2.766639  -4.017906  2.082514  0.1126
H  -3.494828  -2.778624  3.054546  0.1095
H  -2.465192  -1.539995  1.387197  0.0958
H  -1.343979  -1.393334  2.719270  0.1079
H  -0.430275  -3.700147  1.369151  0.1118
H  0.296381  -2.130287  1.352307  0.0987
H  -1.770900  -3.067798  -0.659864  0.1166
H  -0.042145  -2.982045  -0.930656  0.1079
H  -1.727320  -0.519052  -0.285474  0.0969
H  -1.401547  -1.097709  -1.891589  0.1122
H  0.135331  0.750389  -0.869163  0.0951
H  0.926255  -0.558088  -0.024442  0.1026
H  0.885463  -1.630628  -2.506166  0.1060
H  2.212057  -0.600169  -1.950336  0.1089
H  0.409631  -0.219867  -4.180536  0.1184
H  0.015984  1.000017  -3.001490  0.0828
H  2.751563  1.273871  -3.039067  0.1019
H  2.545681  0.559304  -4.610270  0.1270
H  0.892413  2.390149  -5.200408  0.1328
H  2.568233  2.879328  -4.960133  0.1279
H  -0.823879  3.065205  -3.573481  0.1553
H  -1.423334  4.529329  -1.870208  0.1872
H  0.039795  5.831814  -0.606150  0.1501
H  2.456606  5.738141  -1.134066  0.1468
H  5.188651  3.519195  -2.223651  0.1502

Atomic forces in eV per Å
0.23 -0.03 0.06
-0.25 -0.23 -0.05
0.56 0.05 0.20
-0.22 -0.18 -0.11
-0.10 0.09 0.17
-0.08 -0.28 -0.17
0.38 0.50 0.12
-0.23 -0.07 0.05
0.08 0.03 -0.26
0.01 0.12 -0.05
-0.48 0.05 0.02
0.13 -0.28 0.04
-0.05 0.17 -0.13
0.30 -0.24 0.24
0.06 0.18 -0.08
-0.02 -0.12 -0.10
-0.05 -0.07 -0.08
-0.27 0.06 0.09
0.23 0.05 0.02
-0.03 -0.50 0.03
0.25 0.32 -0.66
0.03 -0.07 0.41
-0.48 0.32 0.72
-0.08 0.16 -0.02
-0.07 0.05 -0.01
0.02 -0.07 -0.01
-0.10 0.08 -0.01
-0.20 0.12 -0.09
0.05 -0.07 0.02
0.07 0.02 0.03
0.08 0.04 -0.19
-0.05 -0.04 0.11
0.00 0.08 -0.05
-0.05 0.06 0.07
-0.08 -0.11 -0.06
0.08 -0.05 0.04
-0.04 -0.04 -0.03
0.01 -0.14 -0.01
-0.02 -0.05 0.16
-0.06 0.06 -0.04
0.11 0.08 0.08
-0.02 -0.05 0.08
0.30 -0.18 0.08
0.11 -0.06 -0.13
-0.11 0.05 -0.06
0.00 0.13 -0.01
-0.01 0.06 0.10
0.05 -0.10 0.01
-0.06 0.03 -0.06
-0.04 0.10 -0.14
-0.20 0.08 0.06
-0.04 0.02 0.06
-0.08 0.04 0.02
0.11 0.01 -0.02
0.32 -0.20 -0.48

Summary:
Spin multiplicity: 1
M in g mol⁻¹: 322.47
Energy relative to the best compared isomer or geometry (same formula, charge and spin) in kcal/mol: 18.3
Total charge: +1
Structure (SMILES): COCCCCCCCCCCCCc1c[nH+]ccc1C(=O)O
HOMO level in eV: -11.0


| no. | gap between HOMO and LUMO (eV) |
| --- | --- |
| 1 | 8.7 |
| 2 | 6.4 |